Record 1
Below is a structure of composition C3H4HgO3 in a non-equilibrium geometry, with properties calculated with the ωB97M-V functional and the def2-TZVPD basis.

Geometry as XYZ:
```
11
Properties=species:S:1:pos:R:3:forces:R:3
H 0.3581 2.2975 -1.2210 -1.12 -1.52 -0.48
O -0.4996 0.2856 -0.6827 -0.18 1.09 -0.53
Hg -1.4401 -1.9624 -0.0478 -2.32 -0.90 -0.56
C -0.6977 1.5988 -0.5798 3.03 -0.92 0.82
C 0.3958 2.2541 0.2212 -3.01 2.82 1.31
H -1.7245 1.8701 -0.2981 0.07 0.79 -1.42
H 0.1040 2.3202 1.2785 1.33 -1.38 0.67
H 0.5704 3.3251 0.0627 0.04 0.07 -0.53
O 0.5035 -1.4179 0.4629 3.46 -0.60 -0.26
C 0.9635 -0.3501 0.1546 -1.58 3.29 3.54
O 1.5432 0.6198 0.6393 0.28 -2.74 -2.56
```
Forces are in eV/Å.

Values from the calculation:
Multiplicity: 2
Energy relative to the best compared isomer or geometry (same formula, charge and spin) in kJ/mol: 770.6
E_HOMO (alpha / beta) in eV: -13.80 / -13.62
Total energy in Ha: -495.2676
Frontier orbital gap (alpha / beta) in eV: 8.16 / 6.63
Largest force on an atom in Eh/bohr: 0.0989
Net charge: +1

The Löwdin scheme yields these atomic charges, measured in e: H 0.276; O -0.218; Hg 1.085; C -0.198; C 0.004; H 0.172; H 0.139; H 0.108; O -0.106; C -0.406; O 0.144

Record 2
Below is a structure of composition C3H3O2V in a non-equilibrium geometry, with properties calculated with the ωB97M-V functional and the def2-TZVPD basis.

Geometry as XYZ:
```
9
Properties=species:S:1:pos:R:3:forces:R:3
O 0.5038 -1.2061 -0.1431 2.21 0.17 -0.43
V 3.0192 1.8345 0.4663 2.00 2.15 0.39
O 1.8101 0.5281 0.2719 -0.67 0.05 0.45
C 1.4542 -0.4053 -0.4121 -1.88 -2.74 0.09
C -0.8409 -0.8149 -0.3593 -2.20 0.94 -0.64
C -1.3839 0.2187 0.2644 0.40 -0.44 -0.04
H -1.2861 -1.4331 -1.1351 0.16 0.13 0.21
H -0.9150 0.7138 1.1153 -0.07 0.04 -0.34
H -2.3615 0.5643 -0.0684 0.06 -0.31 0.31
```
Forces are in eV/Å.

Values from the calculation:
Multiplicity: 5
Energy relative to the best compared isomer or geometry (same formula, charge and spin) in kJ/mol: 33.2
E_HOMO (alpha / beta) in eV: -18.38 / -18.43
Total energy in Ha: -1209.6802
Frontier orbital gap (alpha / beta) in eV: 6.29 / 6.70
Largest force on an atom in Eh/bohr: 0.0646
Net charge: +2

The Löwdin scheme yields these atomic charges, measured in e: O 0.127; V 1.590; O -0.052; C -0.055; C -0.086; C 0.121; H 0.153; H 0.092; H 0.110

Record 3
Below is a cluster of 2 separate species, C25H34N2O3 in total in a non-equilibrium geometry, with properties calculated with the ωB97M-V functional and the def2-TZVPD basis.

Geometry as XYZ:
```
64
Properties=species:S:1:pos:R:3:forces:R:3
C -3.3658 -3.6734 0.1141 0.63 -0.61 -4.26
C -3.7984 -2.9133 1.2310 -1.61 1.51 5.76
O -3.7975 -1.4172 1.0095 -2.14 -2.31 -1.03
C -4.8457 -0.9528 0.1986 -1.72 -0.11 -2.43
C -5.9523 -1.7874 -0.4644 5.08 14.37 -1.44
C -6.9526 -1.0740 -1.0876 0.74 -1.85 0.32
C -6.8411 0.2277 -1.2611 -0.44 7.12 -5.35
C -5.7185 1.0797 -1.0032 0.23 -0.64 3.33
C -4.7961 0.4821 -0.1516 2.00 -2.18 2.36
N -3.6970 1.2160 0.4502 -2.62 1.93 -1.58
C -3.0427 1.1637 1.6713 0.05 -11.36 -0.28
C -1.7056 0.4786 1.2397 4.22 -3.71 4.63
N -0.8479 1.1324 0.3853 1.43 5.55 2.71
C 0.5313 1.0087 0.2995 -2.23 -6.93 -3.95
H 0.8767 0.4191 1.0383 1.20 -2.07 3.11
C 1.2857 2.1448 0.1366 5.55 -0.09 -8.68
O 1.1227 2.9768 1.0522 -3.90 5.76 6.35
H 0.1174 2.9564 1.3191 2.45 0.15 -0.54
C 2.9542 1.9577 -0.0245 -7.34 -5.42 7.33
O 3.1022 1.0383 -0.9158 1.98 -1.85 -6.29
C 4.4698 0.7326 -1.3549 1.35 2.25 7.79
C 5.0030 -0.0110 -0.0078 1.27 -4.18 -3.84
C 5.5980 0.6249 1.0423 -1.38 -0.11 1.84
C 6.0413 -0.1821 2.2127 -2.56 -0.80 -9.66
C 6.1318 -1.4428 1.7052 4.37 0.85 15.05
C 5.7636 -2.2090 0.7884 -2.48 -7.24 -7.08
C 5.1815 -1.6799 -0.2681 -0.64 11.33 1.89
C 4.7972 -2.0564 -1.5514 0.56 -7.12 1.02
C 3.8636 -1.3862 -2.3568 6.02 1.42 -7.77
C 4.6310 -0.0201 -2.5380 -3.31 1.24 -6.18
H 5.6540 0.0276 -2.9537 -0.32 -0.81 0.72
H 4.0430 0.5897 -3.4843 1.35 -1.27 2.56
H 2.9694 -1.1648 -2.0496 -5.02 0.74 2.08
H 3.8400 -1.9653 -3.4636 -0.28 1.61 3.01
H 5.6424 -2.6099 -2.0237 -0.38 0.97 -0.40
H 4.2437 -2.9171 -1.2180 -0.58 -1.74 -0.10
H 5.7478 -3.3026 0.5450 1.11 0.32 1.79
H 6.5182 -2.1849 3.0309 -0.65 1.35 -3.71
H 6.4536 0.3084 2.9414 2.16 1.75 4.55
H 5.4804 1.7180 1.1453 0.34 -0.45 -0.24
H 5.1281 1.6268 -1.1519 -0.92 -0.12 -1.51
H 3.2782 2.8616 0.1882 2.70 4.51 -0.58
H 3.0029 1.3447 1.0344 0.71 1.76 -1.42
H 1.0719 2.4470 -0.9575 -0.10 0.77 0.96
H 0.5189 0.2850 -0.6512 1.56 1.08 1.24
C -1.4547 1.4690 -0.7445 -5.74 1.62 -0.87
C -2.9014 2.0269 -0.3683 0.81 3.18 -1.47
H -3.3915 2.1565 -1.3034 -0.45 0.04 -0.98
H -2.8113 3.1900 -0.0079 0.03 -2.59 -0.21
H -1.1836 2.2892 -1.3178 1.81 1.19 -1.16
H -1.7271 0.6358 -1.3337 0.12 -1.61 -1.49
H -1.0248 0.2874 2.2230 -1.58 0.55 -1.62
H -1.5346 -0.5361 0.7551 -2.50 -0.14 0.99
H -3.4786 0.2013 2.3866 0.80 3.14 -1.86
H -2.7260 1.8448 2.3048 0.36 4.77 2.38
H -5.5694 2.2124 -0.8712 -1.10 -1.69 -1.37
H -7.4853 0.7984 -2.1337 0.68 -1.74 2.62
H -7.7986 -1.5493 -1.4944 -0.89 -0.74 -0.29
H -6.0805 -2.5629 -0.0799 -1.89 -12.67 5.04
H -3.1365 -3.0597 2.3811 -1.91 0.48 -3.82
H -4.8839 -3.3373 1.4320 1.89 1.45 0.30
H -3.3438 -4.7448 0.3454 0.10 0.24 0.01
H -2.3594 -3.3338 -0.2679 -1.04 -0.50 0.19
H -4.1922 -3.5400 -0.7391 2.09 -0.31 1.53
```
Forces are in eV/Å.

Values from the calculation:
Energy relative to the best compared isomer or geometry (same formula, charge and spin) in kJ/mol: 2236.6
E_HOMO in eV: -7.33
Total energy in Ha: -1307.4650
Frontier orbital gap in eV: 7.95
Largest force on an atom in Eh/bohr: 0.3053

The Löwdin scheme yields these atomic charges, measured in e: C -0.143; C -0.268; O -0.144; C -0.071; C 0.027; C -0.139; C -0.146; C -0.021; C -0.129; N -0.126; C -0.129; C -0.180; N -0.260; C -0.206; H 0.106; C -0.525; O 0.051; H 0.181; C -0.189; O -0.090; C -0.277; C -0.006; C -0.054; C -0.041; C -0.180; C -0.166; C -0.114; C -0.265; C -0.149; C -0.154; H 0.134; H 0.183; H 0.054; H 0.191; H 0.166; H 0.133; H 0.154; H 0.190; H 0.034; H 0.112; H 0.159; H 0.081; H 0.169; H 0.162; H 0.184; C -0.195; C -0.170; H 0.089; H 0.171; H 0.109; H 0.121; H 0.166; H 0.143; H 0.196; H 0.061; H 0.150; H 0.152; H 0.099; H -0.040; H 0.203; H 0.138; H 0.085; H 0.101; H 0.122

Record 4
Below is an isolated molecule of C8H8BrClN2OS in a non-equilibrium geometry, with properties calculated with the ωB97M-V functional and the def2-TZVPD basis.

Geometry as XYZ:
```
22
Properties=species:S:1:pos:R:3:forces:R:3
C -0.3947 -2.8316 -2.3460 -0.01 0.54 -0.18
C -0.3468 -1.6362 -2.3107 -0.02 -0.51 -0.04
C -1.2078 0.5050 1.8810 0.20 -0.13 -0.25
C -1.8628 1.2899 0.8940 -0.44 0.62 -0.57
C -1.5646 1.0847 -0.4282 -0.45 0.35 0.65
C 0.1861 -0.5171 0.3422 -0.49 1.02 -2.26
C 2.4909 0.0803 1.7875 -0.18 0.07 -0.70
C -0.2861 -0.1957 -2.1336 -0.02 0.39 -0.31
N -0.2938 -0.3523 1.6169 -0.17 -0.20 0.92
N -0.6961 0.1412 -0.7939 1.50 -1.08 1.77
O 1.5690 1.7640 -0.0574 -0.22 1.21 -0.24
S 1.9035 0.3453 0.0753 0.07 -1.25 1.03
Cl -2.3447 2.0091 -1.6539 0.13 -0.18 0.00
Br -3.1128 2.6105 1.4331 0.21 -0.24 0.05
H -0.4663 -3.8744 -2.4408 0.00 -0.58 0.00
H -1.4905 0.6047 2.9193 -0.15 0.11 0.14
H 0.3169 -1.5638 0.0652 0.00 0.04 -0.02
H 3.5051 0.4564 1.8491 0.15 0.04 -0.10
H 2.4598 -0.9835 1.9802 0.05 -0.27 0.14
H 1.8429 0.6115 2.4741 -0.15 0.05 0.00
H -0.9505 0.3008 -2.8461 0.23 -0.06 0.07
H 0.7432 0.1512 -2.3073 -0.23 0.05 -0.09
```
Forces are in eV/Å.

Values from the calculation:
Energy relative to the best compared isomer or geometry (same formula, charge and spin) in kJ/mol: 25.4
E_HOMO in eV: -7.82
Total energy in Ha: -3926.6502
Frontier orbital gap in eV: 8.06
Largest force on an atom in Eh/bohr: 0.0498

The Löwdin scheme yields these atomic charges, measured in e: C 0.137; C -0.111; C -0.181; C -0.693; C -0.702; C -0.361; C -0.248; C -0.212; N 0.032; N -0.093; O -0.519; S 0.892; Cl 0.753; Br 0.716; H 0.026; H 0.110; H 0.106; H 0.043; H 0.048; H 0.046; H 0.095; H 0.116